[1]
Molecular formula: C30H30CaN8O6STe
Method: DFT, wB97M-V/def2-TZVPD

Summary:
- Highest occupied orbital energy: -1.35 eV
- Electronic energy: -3394.87342 hartree
- Kohn-Sham gap: 5.5649 eV
- Energy relative to the best compared isomer or geometry (same formula, charge and spin): 2.2 kcal per mole
- Max |F|: 0.6 eV/Å
- Total charge: -2

Geometry (Å):
Ca  -0.7176  0.3636  0.2894
O  -1.7496  -3.8214  2.1153
C  -2.1634  -4.5600  1.0755
C  -2.5794  -5.8754  1.2897
C  -3.0129  -6.6503  0.2291
C  -3.0416  -6.1263  -1.0597
C  -2.6305  -4.8201  -1.2707
C  -2.1875  -4.0205  -0.2221
C  -1.7423  -2.6121  -0.4464
O  -1.2853  -1.9568  0.5730
N  -1.8468  -2.1510  -1.6610
N  -1.3392  -0.8568  -1.7464
C  -1.4442  -0.3375  -2.9097
C  -0.8682  0.9415  -3.3054
C  -1.2783  1.4955  -4.5240
C  -0.7596  2.6760  -5.0094
C  0.2325  3.3229  -4.2585
C  0.6743  2.7965  -3.0697
C  0.1391  1.5950  -2.5275
O  0.5775  1.1362  -1.4066
H  -1.4732  -2.9421  1.6618
H  -2.5508  -6.2634  2.3004
H  -3.3324  -7.6709  0.4086
H  -3.3825  -6.7320  -1.8904
H  -2.6391  -4.3811  -2.2590
H  -1.9757  -0.9102  -3.6776
H  -2.0398  0.9665  -5.0910
H  -1.1067  3.0897  -5.9481
H  0.6654  4.2486  -4.6228
H  1.4536  3.2814  -2.4943
O  -2.8273  1.1711  0.4893
C  -3.5313  2.1682  0.8531
C  -4.9538  2.1136  0.7372
C  -5.7735  3.1418  1.1301
C  -5.2340  4.3138  1.6718
C  -3.8602  4.4070  1.7842
C  -2.9945  3.3864  1.3840
C  -1.5454  3.5780  1.4930
N  -0.5951  2.7048  1.2268
C  0.6092  3.3349  1.4478
C  0.3888  4.6096  1.8546
N  -0.9832  4.7567  1.8864
H  -5.3614  1.2000  0.3213
H  -6.8489  3.0428  1.0214
H  -5.8705  5.1280  1.9948
H  -3.4526  5.3184  2.2116
H  1.5489  2.8303  1.2831
H  1.0591  5.4095  2.1128
H  -1.4759  5.6028  2.0994
N  1.6785  -1.4784  -2.2516
C  1.6654  -2.6487  -1.5720
N  1.6589  -3.7798  -2.3903
O  1.6920  -2.7573  -0.3548
H  1.2876  -1.4869  -3.1795
H  1.4942  -0.6184  -1.7459
H  2.1489  -3.6907  -3.2660
H  1.8756  -4.6195  -1.8784
C  1.4547  -3.4322  2.7778
N  0.7602  -2.1719  2.9587
C  1.2146  -1.0061  2.4240
N  2.5239  -0.9530  2.0690
O  0.4623  -0.0185  2.3509
H  0.9059  -4.2040  3.3131
H  2.4601  -3.3587  3.1947
H  1.5222  -3.7130  1.7230
H  -0.2442  -2.2193  2.9859
H  2.8798  -1.7570  1.5727
H  2.8224  -0.0757  1.6411
Te  4.3057  1.5747  -0.0857
C  6.1592  2.0303  0.7878
C  6.5850  3.1976  1.3702
C  7.9234  3.1650  1.8523
C  8.5293  1.9636  1.6419
S  7.4705  0.9002  0.7990
H  5.9336  4.0562  1.4544
H  8.4076  3.9965  2.3493
H  9.5285  1.6618  1.9136

Cartesian forces (eV/Å) of the 6 atoms listed first:
Ca -0.22 0.24 0.44
O 0.06 -0.08 0.05
C -0.01 0.01 0.00
C 0.00 -0.03 0.01
C 0.00 0.02 0.01
C -0.01 -0.01 -0.01

Atomic partial charges in e from the Mulliken method, atoms 1 to 6:
1. Ca 2.365
2. O -0.766
3. C 0.257
4. C -0.708
5. C -0.294
6. C -0.757

=====

[2]
Molecular formula: C4H6N2O
Method: DFT, wB97M-V/def2-TZVPD

Summary:
- Highest occupied orbital energy (spin up / spin down): -8.87 / -8.87 eV
- Electronic energy: -340.54957 hartree
- Kohn-Sham gap (spin up / spin down): 9.2683 / 9.2673 eV
- Energy relative to the best compared isomer or geometry (same formula, charge and spin): 154.0 kcal per mole
- Max |F|: 0.6 eV/Å

Geometry (Å):
C  1.1861  -0.4500  -1.7541
O  0.8278  0.8438  -1.2471
C  -0.3171  0.9314  -0.6047
N  -1.2088  0.1030  -0.4427
N  -2.0388  -0.5615  0.2144
C  -0.4316  0.3793  2.5519
C  0.7292  0.6583  2.4036
H  2.1613  -0.3321  -2.2277
H  1.2407  -1.1762  -0.9380
H  0.4430  -0.7704  -2.4917
H  -2.8843  -0.6582  -0.3593
H  -1.4674  0.1196  2.6050
H  1.7597  0.9129  2.2906

Cartesian forces (eV/Å) of the 6 atoms listed first:
C 0.04 -0.25 -0.09
O -0.11 0.14 0.07
C -0.34 -0.35 0.01
N 0.18 0.25 0.05
N 0.08 0.14 -0.28
C 0.55 0.11 -0.07

Atomic partial charges in e from the natural (NBO) method, atoms 1 to 6:
1. C -0.264
2. O -0.482
3. C 0.427
4. N -0.138
5. N -0.440
6. C -0.221

=====

[3]
Molecular formula: C3H9NO3
Method: DFT, wB97M-V/def2-TZVPD

Summary:
- Highest occupied orbital energy: -9.79 eV
- Electronic energy: -400.19143 hartree
- SMILES string: C[C@@H](N)C(=O)O.O
- Kohn-Sham gap: 10.2363 eV
- Energy relative to the best compared isomer or geometry (same formula, charge and spin): 18.9 kcal per mole
- Max |F|: 1.7 eV/Å

Geometry (Å):
H  1.9093  0.3615  -0.8934
O  2.6229  0.6866  0.2676
O  1.3719  -0.1347  -1.6580
H  3.0159  -0.1617  0.5026
H  1.9392  0.7837  0.9692
C  0.0883  -0.2074  -1.3852
O  -0.6734  -0.6852  -2.1888
C  -0.5432  0.2671  -0.0493
H  -0.5746  1.3575  0.0367
N  0.1382  -0.2059  1.1640
H  -0.3473  0.1540  1.9826
H  0.1286  -1.2062  1.2057
C  -2.0171  -0.1567  -0.0086
H  -2.4711  0.2221  0.8996
H  -2.5524  0.1650  -0.8862
H  -2.0351  -1.2397  0.0416

Cartesian forces (eV/Å) of the 6 atoms listed first:
H -0.86 -0.92 -1.11
O 0.58 0.58 1.28
O 0.47 0.97 1.10
H 0.22 -0.04 -0.08
H 0.01 -0.23 -0.46
C -0.60 -0.37 -0.30

Atomic partial charges in e from the natural (NBO) method, atoms 1 to 6:
1. H 0.491
2. O -0.910
3. O -0.692
4. H 0.490
5. H 0.515
6. C 0.762